# 1
Here is a molecular structure, C30H43CsGeN7O5 from the OMol25 dataset. Energies are from wB97M-V/def2-TZVPD.

Each line ends with the Mulliken spin population.
Element x y z (Å)
Cs  0.03554  -0.00301  0.07858  0.00
C  -0.05860  -0.73124  4.55798  0.00
C  -0.37442  -1.81670  3.53303  0.00
C  -1.21782  -2.89709  4.21452  0.00
C  0.93549  -2.41730  3.02364  0.00
O  -1.05897  -1.20140  2.44721  0.00
Ge  -2.23681  -2.21072  1.32762  0.00
O  -2.65189  -0.66668  0.29016  0.00
C  -3.72472  0.21126  0.55643  0.00
C  -4.08436  0.87936  -0.77125  0.00
C  -3.28658  1.28229  1.56284  0.00
C  -4.95296  -0.52157  1.10048  0.00
O  -0.80861  -2.67125  0.16004  0.00
C  -0.94201  -3.47606  -0.99645  0.00
C  -1.32919  -2.60998  -2.19957  0.00
C  -1.97962  -4.58340  -0.80500  0.00
C  0.42950  -4.10650  -1.24149  0.00
H  0.45916  -1.15230  5.42310  0.00
H  -0.98154  -0.25762  4.90004  0.00
H  0.59150  0.02436  4.11666  0.00
H  -0.71069  -3.25843  5.11223  0.00
H  -1.39047  -3.75011  3.55681  0.00
H  -2.19071  -2.49249  4.50127  0.00
H  1.48346  -2.91916  3.82521  0.00
H  1.57474  -1.62765  2.61717  0.00
H  0.73245  -3.13400  2.22637  0.00
H  -3.20913  1.38833  -1.18117  0.00
H  -4.88751  1.61024  -0.64903  0.00
H  -4.40585  0.12255  -1.48857  0.00
H  -2.49317  1.90828  1.14124  0.00
H  -2.92549  0.79450  2.47106  0.00
H  -4.12628  1.93938  1.80566  0.00
H  -5.22904  -1.33585  0.42845  0.00
H  -5.79998  0.16345  1.18524  0.00
H  -4.75802  -0.95122  2.08482  0.00
H  -2.25018  -2.06265  -1.99269  0.00
H  -1.47244  -3.23111  -3.08769  0.00
H  -0.54260  -1.88541  -2.43251  0.00
H  -2.98474  -4.17092  -0.69902  0.00
H  -1.75371  -5.15719  0.09550  0.00
H  -1.97810  -5.26097  -1.66213  0.00
H  1.17899  -3.32048  -1.36566  0.00
H  0.42911  -4.73064  -2.13853  0.00
H  0.71468  -4.71966  -0.38501  0.00
C  3.59259  -4.66779  -8.00470  0.00
O  2.70709  -3.61708  -7.65413  0.03
C  3.23611  -2.39785  -7.41518  0.14
C  4.59252  -2.09267  -7.51656  -0.06
C  5.02286  -0.80809  -7.23845  0.15
C  4.12583  0.18272  -6.82752  -0.03
C  2.75395  -0.13072  -6.76423  0.11
C  2.32193  -1.40067  -7.05361  -0.08
N  4.66846  1.41658  -6.51406  0.50
N  3.92678  2.31762  -5.95227  0.09
C  3.32557  2.24860  -4.80405  0.08
C  2.35999  3.30221  -4.53460  -0.01
C  1.44335  3.19019  -3.56645  0.03
C  1.38660  2.00520  -2.70360  0.00
O  0.47481  1.81761  -1.92097  0.02
C  2.53195  1.03733  -2.80472  0.00
N  2.57254  0.07299  -1.88299  0.00
C  3.60897  -0.74563  -1.88316  0.00
C  4.67070  -0.62976  -2.77730  -0.01
C  4.61442  0.34258  -3.74954  0.01
C  3.50363  1.18998  -3.79548  0.00
H  2.97321  -5.54973  -8.13628  0.00
H  4.31985  -4.85096  -7.21008  0.00
H  4.11612  -4.44821  -8.93817  0.00
H  5.31301  -2.84243  -7.80855  0.00
H  6.07120  -0.54897  -7.31139  0.00
H  2.03114  0.62668  -6.49287  0.01
H  1.27229  -1.65908  -7.00799  0.00
H  2.37396  4.14297  -5.21639  -0.01
H  0.67690  3.93625  -3.40550  0.00
H  3.60847  -1.52380  -1.12732  0.00
H  5.51545  -1.30067  -2.70563  0.00
H  5.42015  0.45823  -4.45911  0.01
N  -0.87833  2.34174  3.46531  0.00
C  0.11126  2.83376  4.23237  0.00
N  -0.25054  3.48639  5.36795  0.00
N  1.38790  2.76929  3.95282  0.00
C  1.72962  2.26912  2.77801  0.00
N  2.08732  1.84373  1.76099  0.00
H  -1.83913  2.40815  3.74961  0.00
H  -0.67306  1.65108  2.75717  0.00
H  -1.11089  3.23477  5.82177  0.00
H  0.51544  3.74690  5.96543  0.00

Atomic forces in eV per Å
0.7402 0.2126 0.2543
-0.0034 -0.0206 0.0306
-0.0147 0.0198 -0.0596
0.0170 -0.0259 0.0029
0.0491 -0.0617 -0.0648
-0.1583 -0.1213 0.3008
-0.2080 -0.1545 0.0511
-0.2925 -0.1305 0.1487
-0.0286 -0.0135 -0.0993
0.0033 -0.0066 0.0144
-0.1026 0.0078 -0.0720
-0.0090 0.0038 0.0009
-0.2204 -0.1730 0.0586
0.0755 -0.0043 0.0507
-0.0196 -0.0478 -0.0537
-0.0110 -0.0062 -0.0326
-0.0139 0.0064 -0.0120
-0.0083 0.0050 -0.0065
-0.0035 0.0066 0.0010
0.0236 0.0504 -0.0239
0.0025 0.0002 -0.0040
0.0029 0.0048 -0.0048
0.0012 -0.0028 -0.0009
-0.0027 0.0121 0.0084
-0.0079 -0.0120 0.0164
-0.0082 0.0006 0.0104
0.0010 -0.0025 -0.0027
0.0047 -0.0013 0.0056
-0.0003 0.0020 0.0024
0.0079 -0.0735 0.0070
-0.0101 -0.0195 -0.0036
0.0240 0.0121 0.0639
0.0021 -0.0030 0.0027
0.0032 -0.0003 0.0028
0.0050 0.0028 -0.0025
0.0053 -0.0088 0.0174
-0.0271 0.0189 -0.0085
0.0050 -0.0078 0.0603
0.0063 0.0046 0.0023
-0.0005 -0.0013 0.0020
0.0001 0.0028 0.0015
-0.0006 -0.0017 0.0052
-0.0006 0.0052 0.0005
-0.0010 -0.0038 -0.0024
-0.0030 0.0053 0.0026
-0.0058 -0.0347 -0.0142
-0.0119 0.0081 -0.0019
0.0283 0.0316 -0.0016
0.0479 -0.0354 -0.0085
0.0409 0.2923 0.0197
-0.0531 -0.0116 0.0470
0.0050 -0.0004 0.0001
0.2086 -0.3386 0.1655
-0.6005 0.0971 0.1623
0.4042 -0.0677 -0.3120
-0.0997 0.0725 0.0604
0.0433 0.0224 -0.0877
-0.0033 -0.0600 0.1000
0.1687 0.5521 -0.7075
0.0634 -0.0348 -0.0409
-0.0390 0.0752 -0.1003
0.0409 -0.0407 0.0339
-0.0195 -0.0230 0.0262
-0.0509 0.0343 -0.0344
-0.0029 -0.0796 -0.0073
0.0022 0.0025 -0.0042
-0.0006 0.0031 -0.0057
-0.0034 -0.0042 0.0032
-0.0035 0.0090 -0.0004
-0.0023 -0.0098 -0.0050
0.0135 0.0263 0.0104
0.0037 0.0043 0.0030
-0.0061 0.0090 0.0093
0.0134 0.0106 -0.0077
-0.0013 0.0050 0.0005
0.0046 0.0071 -0.0077
0.0069 0.0021 -0.0395
0.0471 0.0321 -0.1056
-0.0414 -0.0801 0.0254
-0.0009 -0.0033 -0.0018
-0.0493 0.0745 0.0331
0.0445 -0.0287 -0.0606
-0.0340 -0.0372 0.0301
0.0063 -0.0032 0.0173
0.0120 0.0290 0.1300
-0.0005 0.0039 0.0018
0.0008 0.0098 0.0038

max |F|	0.018	Eh/bohr
2S+1	2
energy above the lowest of the compared OMol25 structures with the same formula, charge and spin	0.378	eV
DFT total energy	-4025.54256	a.u.
expectation value of S²	0.782
orbital gap (alpha / beta)	5.53 / 5.16	eV

=====

# 2
Here is a molecular structure, C3H2LiO2Tl from the OMol25 dataset. Energies are from wB97M-V/def2-TZVPD.

Each line ends with the Löwdin charge.
Element x y z (Å)
O  0.12495  0.80795  -0.35427  -0.28
C  1.24212  0.20347  0.09551  -0.52
C  -1.20561  0.43870  0.12862  -0.35
O  2.30892  0.71380  -0.33962  -0.37
C  -1.55521  -0.82610  -0.15281  -0.12
Tl  3.54411  -1.03677  0.67948  0.87
H  -2.57922  -1.14571  0.05899  0.02
H  -0.87386  -1.56601  -0.59340  0.04
Li  -1.00619  2.41068  0.47750  0.70

Atomic forces in eV per Å
0.9296 0.6157 0.1815
0.4529 -0.7901 0.3035
-0.8130 -0.5135 -0.1806
-0.0697 0.4323 -0.2879
-0.0205 0.4043 0.1906
-0.7662 0.2842 -0.0860
0.3878 0.0486 0.0883
-0.2351 0.3389 0.0540
0.1342 -0.8204 -0.2634

max |F|	0.022	Eh/bohr
energy above the lowest of the compared OMol25 structures with the same formula, charge and spin	0.000	eV
DFT total energy	-445.89179	a.u.
orbital gap	6.71	eV

=====

# 3
Here is a molecular structure, C3H4AlO5 from the OMol25 dataset. Energies are from wB97M-V/def2-TZVPD.

Each line ends with the Löwdin charge.
Element x y z (Å)
C  -2.16053  -0.17833  0.52887  -0.19
C  -1.76554  0.23467  -0.70862  0.04
O  -0.62911  1.02712  -0.93723  0.13
C  0.61712  0.54995  -1.01344  -0.47
O  1.48822  1.42138  -0.64129  0.04
O  0.80664  -0.66294  -0.79113  0.11
O  -1.38135  -0.59429  1.47544  0.05
H  -3.20998  -0.54557  0.53661  0.15
H  -2.18269  -0.19228  -1.62022  0.16
H  1.14220  -0.67819  0.46624  0.13
O  2.12946  -0.38672  0.96230  0.01
H  2.54735  -1.10097  1.44572  0.14
Al  2.59821  1.10618  0.29676  0.70

Atomic forces in eV per Å
0.5468 -3.7150 3.7196
1.7054 0.8168 -2.7000
0.1920 0.3544 -0.8860
-3.3603 -1.9098 4.0092
-7.0185 3.1439 -8.1446
-1.1888 0.1622 -2.8515
-1.4478 2.2813 -2.4200
0.3403 0.4558 0.2312
-0.3584 0.5203 0.2561
1.7142 -0.2300 -0.0452
-0.8166 -1.4544 1.7900
0.1342 -0.1411 0.3687
9.5575 -0.2843 6.6725

max |F|	0.227	Eh/bohr
DFT total energy	-734.96424	a.u.
net charge	+1
orbital gap (alpha / beta)	7.73 / 7.65	eV